# 1
{
  "formula": "C38H42FN2PdTe2",
  "method": "ωB97M-V with the def2-TZVPD basis set",
  "species": ["Pd", "C", "C", "C", "C", "C", "C", "C", "C", "C", "C", "C", "C", "N", "C", "C", "C", "C", "C", "C", "F", "H", "H", "H", "H", "H", "H", "H", "H", "H", "H", "H", "H", "H", "H", "H", "H", "H", "H", "H", "H", "H", "Te", "C", "C", "C", "C", "C", "C", "C", "C", "C", "C", "C", "C", "H", "H", "H", "H", "H", "H", "H", "H", "H", "H", "C", "Te", "C", "C", "C", "C", "C", "C", "C", "H", "H", "H", "H", "H", "H", "H", "H", "N", "H", "H", "H"],
  "xyz": [[-0.7687, -0.4036, 0.9492], [-0.3864, 2.6209, -3.0704], [-1.1000, 1.2668, -3.0897], [-1.1271, 0.7089, -4.5121], [-2.4915, 1.3813, -2.4884], [-3.3534, 2.3652, -2.9595], [-4.5908, 2.5674, -2.3797], [-4.9730, 1.8004, -1.2930], [-4.1520, 0.8084, -0.7684], [-4.6688, 0.0396, 0.4374], [-4.0620, 0.5432, 1.7436], [-4.5872, -1.4793, 0.3290], [-2.9170, 0.5786, -1.4108], [-2.0514, -0.4606, -0.9767], [-1.9158, -1.4871, -1.8825], [-2.9603, -1.8494, -2.7637], [-2.8392, -2.9303, -3.6079], [-1.6553, -3.6620, -3.6428], [-0.5918, -3.3154, -2.8243], [-0.7340, -2.2597, -1.9555], [0.3279, -1.9022, -1.2221], [0.6463, 2.5034, -3.3996], [-0.3791, 3.0658, -2.0736], [-0.8627, 3.3376, -3.7397], [-0.5109, 0.5941, -2.4648], [-1.6838, 1.3737, -5.1749], [-1.5972, -0.2731, -4.5517], [-0.1133, 0.6214, -4.9049], [-3.0451, 2.9810, -3.7945], [-5.2557, 3.3281, -2.7650], [-5.9382, 1.9722, -0.8325], [-5.7350, 0.2857, 0.4844], [-3.0001, 0.2894, 1.8228], [-4.5660, 0.0826, 2.5932], [-4.1663, 1.6268, 1.8333], [-3.5557, -1.8376, 0.3109], [-5.0882, -1.8425, -0.5687], [-5.0757, -1.9330, 1.1928], [-3.8752, -1.2755, -2.7342], [-3.6651, -3.2049, -4.2481], [-1.5525, -4.5006, -4.3169], [0.3498, -3.8464, -2.8574], [-1.2081, -2.9633, 1.4762], [0.3611, -3.6788, 2.6858], [0.4375, -3.3840, 4.0412], [1.4791, -3.8977, 4.7977], [2.4487, -4.6913, 4.2034], [2.3758, -4.9781, 2.8485], [1.3283, -4.4779, 2.0865], [-2.6914, -2.9753, 2.9622], [-3.5200, -4.0863, 3.0682], [-4.5073, -4.1191, 4.0428], [-4.6654, -3.0479, 4.9094], [-3.8397, -1.9387, 4.8024], [-2.8555, -1.8985, 3.8252], [-0.3153, -2.7691, 4.5161], [1.5371, -3.6674, 5.8535], [3.2594, -5.0910, 4.7975], [3.1250, -5.6050, 2.3832], [1.2635, -4.7284, 1.0346], [-3.4002, -4.9255, 2.3956], [-5.1516, -4.9840, 4.1237], [-5.4354, -3.0767, 5.6684], [-3.9654, -1.1002, 5.4749], [-2.2239, -1.0234, 3.7256], [2.8271, -1.0621, 3.1965], [1.5150, 0.3216, 2.2421], [0.6999, 0.6446, 4.1939], [1.6832, 0.0216, 5.1525], [1.5563, 0.2273, 6.5244], [2.4636, -0.3313, 7.4059], [3.5148, -1.0996, 6.9210], [3.6380, -1.3172, 5.5612], [2.7204, -0.7677, 4.6700], [3.8325, -0.8865, 2.8195], [2.5292, -2.0840, 2.9642], [-0.2832, 0.1788, 4.2506], [0.5979, 1.7141, 4.3692], [0.7463, 0.8407, 6.8998], [2.3610, -0.1577, 8.4685], [4.2365, -1.5257, 7.6047], [4.4498, -1.9248, 5.1813], [-0.8871, 1.8393, 0.5341], [-0.6399, 2.5085, 1.2556], [-1.8325, 2.0533, 0.2286], [-0.2752, 2.0136, -0.2574]],
  "forces_ev_per_angstrom": [[0.037, 0.279, -0.137], [0.063, 0.029, -0.033], [-0.019, 0.043, 0.025], [0.001, -0.019, -0.012], [-0.050, 0.003, 0.048], [0.041, -0.030, 0.012], [-0.028, 0.029, -0.032], [0.033, 0.051, 0.060], [0.122, -0.092, -0.071], [-0.168, 0.006, -0.062], [0.083, 0.107, 0.055], [0.012, -0.089, 0.033], [-0.150, 0.051, 0.141], [0.189, -0.505, -0.265], [0.029, 0.264, 0.226], [0.056, -0.055, -0.058], [-0.029, 0.047, 0.006], [-0.033, -0.077, -0.070], [0.031, 0.045, 0.095], [-0.170, 0.017, -0.155], [0.122, 0.047, 0.086], [0.019, 0.005, -0.001], [-0.006, 0.039, -0.016], [-0.005, 0.000, -0.005], [0.015, -0.088, 0.001], [-0.021, 0.009, -0.003], [-0.007, -0.033, -0.001], [0.008, -0.002, -0.003], [-0.007, 0.022, 0.003], [-0.011, 0.013, -0.015], [-0.012, -0.014, -0.001], [0.048, -0.029, -0.009], [0.026, 0.004, -0.048], [-0.021, -0.010, 0.017], [0.005, -0.003, -0.008], [-0.114, 0.057, -0.009], [0.001, -0.016, -0.034], [-0.009, -0.016, 0.004], [-0.036, 0.008, -0.002], [-0.015, -0.009, -0.020], [-0.017, -0.011, -0.019], [0.000, 0.008, 0.007], [-0.011, -0.097, 0.028], [0.035, -0.016, 0.015], [-0.069, -0.007, -0.048], [-0.011, -0.003, 0.075], [0.057, -0.014, 0.011], [0.019, -0.001, -0.034], [-0.017, 0.007, 0.005], [0.005, -0.004, 0.042], [-0.016, -0.022, 0.023], [0.002, -0.026, -0.022], [-0.032, 0.000, 0.022], [0.017, 0.028, -0.007], [0.036, 0.019, 0.004], [-0.041, 0.038, 0.017], [-0.005, 0.006, 0.009], [0.011, -0.007, 0.011], [0.008, 0.000, -0.001], [-0.005, 0.007, -0.012], [0.011, -0.014, -0.014], [-0.008, -0.007, 0.005], [-0.008, -0.002, 0.011], [0.001, 0.007, 0.010], [0.006, -0.021, 0.002], [0.042, -0.027, -0.051], [-0.070, -0.004, 0.061], [0.031, 0.009, 0.004], [-0.036, -0.020, 0.026], [-0.017, 0.035, 0.006], [-0.004, 0.010, 0.031], [0.009, -0.022, 0.021], [0.020, -0.028, -0.006], [0.005, -0.042, -0.028], [0.004, -0.016, -0.014], [0.016, 0.044, -0.005], [0.008, 0.008, 0.016], [-0.028, -0.010, -0.010], [-0.012, 0.010, 0.006], [0.001, 0.001, 0.008], [0.010, -0.006, 0.006], [0.022, -0.010, -0.011], [0.013, 0.081, 0.017], [0.007, -0.022, 0.023], [-0.015, 0.017, -0.001], [-0.006, 0.038, 0.018]],
  "s2": 2.038,
  "total_charge": 1,
  "max_force_ev_per_a": 0.6,
  "energy_ha": -2346.30211,
  "multiplicity": 3,
  "homo_lumo_gap_ev": [7.4114, 6.5267],
  "homo_ha": [-0.3475, -0.4002]
}

---

# 2
{
  "formula": "C31H45BFN3O16S2",
  "method": "ωB97M-V with the def2-TZVPD basis set",
  "species": ["C", "C", "C", "C", "C", "C", "C", "C", "C", "C", "B", "O", "N", "C", "C", "C", "S", "O", "O", "F", "C", "C", "C", "C", "O", "C", "N", "S", "N", "C", "H", "H", "H", "H", "H", "H", "H", "H", "H", "H", "H", "H", "H", "H", "H", "H", "H", "H", "H", "H", "H", "C", "O", "C", "O", "O", "C", "H", "H", "H", "H", "H", "H", "C", "O", "C", "O", "O", "C", "H", "H", "H", "H", "H", "H", "C", "O", "C", "O", "O", "C", "H", "H", "H", "H", "H", "H", "C", "O", "C", "O", "O", "C", "H", "H", "H", "H", "H", "H"],
  "xyz": [[2.1479, -2.2650, 0.0316], [1.2514, -1.6568, 1.2827], [2.0654, -1.5437, 2.7386], [1.3342, -0.9666, 4.1064], [-0.2502, -0.5483, 3.9678], [-1.0675, -0.6613, 2.5133], [-0.3463, -1.1927, 1.1111], [-1.1478, -1.2756, -0.3508], [-1.2929, 0.1705, -1.1047], [-0.5119, 0.6151, -2.5018], [0.5478, -0.4949, -3.1797], [0.0840, -1.4736, -4.2027], [1.9919, -0.5466, -2.7190], [2.9685, -0.7913, -3.8449], [2.3770, 0.6188, -1.8371], [-0.7412, 2.1000, -3.2380], [0.1640, 2.4422, -4.8335], [-0.3297, 1.4320, -5.9398], [-0.0205, 3.8523, -5.4314], [1.8938, 2.1978, -4.7308], [-1.7441, 3.1855, -2.5309], [-2.0442, 4.6949, -3.0857], [-0.5390, 5.5426, -2.6311], [-0.1051, 5.3597, -0.9687], [-0.7088, 6.7358, -1.6502], [-2.5436, 2.7591, -1.1249], [-3.5050, 3.6294, -0.3364], [-4.1379, 2.7456, 1.0563], [-3.2359, 1.2602, 0.7357], [-2.3217, 1.2750, -0.4675], [2.4480, -3.3694, 0.3694], [1.4641, -2.3948, -0.9089], [3.1345, -1.6624, -0.1514], [3.2001, -1.8723, 2.8538], [1.8983, -0.8522, 5.1260], [-0.8305, -0.1258, 4.9188], [-2.1985, -0.3361, 2.5600], [-2.2558, -1.6121, -0.0599], [-0.7164, -2.1443, -1.0066], [-0.1272, -1.0246, -5.0735], [2.9747, -1.9573, -4.0981], [4.0630, -0.5750, -3.4211], [2.7484, -0.2116, -4.8366], [2.0557, 1.6727, -2.2307], [1.8580, 0.4578, -0.7940], [3.5507, 0.6848, -1.6408], [-2.1359, 4.8025, -4.2447], [-2.8575, 5.2680, -2.4673], [0.3868, 5.5541, -3.4805], [0.9701, 5.0359, -1.3817], [0.3674, 6.1356, -0.2604], [7.2868, -0.5292, -3.6454], [6.8851, -1.1318, -2.4167], [7.7907, -1.9991, -1.8980], [8.8724, -2.2844, -2.3874], [7.2842, -2.4938, -0.7403], [8.1360, -3.4271, -0.0788], [6.4884, 0.1445, -3.9684], [8.1991, 0.0599, -3.5065], [7.4298, -1.2898, -4.4198], [9.0822, -2.9538, 0.2029], [8.3129, -4.3036, -0.7105], [7.6317, -3.7570, 0.8336], [-6.3268, 3.0736, -1.8300], [-7.0268, 1.8383, -1.6946], [-8.1759, 1.7661, -2.4127], [-8.6288, 2.6433, -3.1313], [-8.7337, 0.5488, -2.1928], [-9.9585, 0.3301, -2.8901], [-5.4251, 3.0205, -1.2138], [-6.0241, 3.2339, -2.8698], [-6.9404, 3.9063, -1.4714], [-9.8010, 0.3805, -3.9722], [-10.7173, 1.0531, -2.5737], [-10.3146, -0.6734, -2.6409], [-3.9391, 2.3872, 8.3000], [-4.2581, 1.6325, 7.1326], [-5.0045, 2.3044, 6.2200], [-5.4019, 3.4542, 6.3252], [-5.2321, 1.4753, 5.1702], [-6.0116, 2.0530, 4.1247], [-3.3409, 1.7528, 8.9597], [-3.3453, 3.2693, 8.0392], [-4.8503, 2.6764, 8.8336], [-5.5006, 2.9215, 3.6969], [-7.0057, 2.3287, 4.4914], [-6.1311, 1.3027, 3.3383], [5.6013, -6.0249, 5.1133], [5.2824, -6.7796, 3.9459], [4.5360, -6.1077, 3.0333], [4.1386, -4.9579, 3.1385], [4.3084, -6.9368, 1.9834], [3.5288, -6.3591, 0.9380], [6.1996, -6.6593, 5.7730], [6.1951, -5.1429, 4.8525], [4.6902, -5.7358, 5.6469], [4.0399, -5.4906, 0.5102], [2.5348, -6.0834, 1.3047], [3.4094, -7.1095, 0.1515]],
  "forces_ev_per_angstrom": [[-0.960, -1.017, 1.306], [-0.782, 1.184, 2.418], [-3.711, 1.334, 0.585], [-2.691, -0.394, -4.525], [1.933, -1.140, -3.027], [3.447, -0.851, 0.604], [2.443, 0.285, 3.902], [-0.741, 0.125, 1.306], [0.369, 2.760, -2.620], [-2.586, 0.658, 3.013], [0.919, -1.330, -0.648], [0.987, 2.946, 0.858], [-1.996, 2.217, -1.850], [1.412, -1.788, -0.116], [0.490, 0.600, 1.552], [-2.597, 0.102, 4.863], [-2.270, 0.741, -7.327], [2.414, 2.677, 5.233], [1.079, -4.247, 3.619], [-3.377, 0.356, 0.572], [0.670, -1.555, -0.239], [2.662, 0.550, 1.163], [-2.145, 1.586, 2.584], [1.808, 0.852, -2.346], [1.952, -3.938, -4.714], [-0.538, -0.734, 1.368], [2.778, -3.650, -1.438], [5.090, -1.979, -5.322], [2.032, 0.457, -2.789], [-2.356, 3.257, 1.059], [-0.516, 2.401, -0.696], [1.648, 0.558, 1.725], [-2.129, -1.041, 0.208], [-2.732, 0.661, -0.598], [-1.197, -0.314, -2.286], [1.346, -1.070, -2.413], [2.564, -0.748, -0.402], [2.366, 0.852, -0.727], [-0.630, 2.033, 1.078], [0.073, -0.574, 1.515], [-0.142, 2.579, 0.451], [-2.423, -0.263, -1.100], [0.492, -0.895, 1.986], [0.562, -1.953, 0.554], [1.045, 0.432, -1.980], [-2.535, -0.451, -0.553], [0.115, -0.474, 2.287], [1.524, -1.519, -1.212], [-2.669, 0.049, 2.682], [-0.819, 1.506, 0.268], [-1.302, -1.841, 0.459], [0.151, 0.235, -0.472], [0.513, -0.679, 0.559], [0.498, -0.170, -0.172], [-1.625, 0.438, 0.722], [0.194, 0.515, -0.938], [0.305, -0.365, 0.278], [0.007, -0.207, 0.305], [-0.085, -0.250, -0.062], [0.133, 0.129, 0.193], [-0.114, -0.134, -0.207], [0.104, 0.246, 0.048], [-0.137, 0.255, -0.260], [0.317, 0.395, -0.009], [-0.987, -0.276, -0.498], [-0.168, 0.351, -0.289], [0.656, -1.290, 1.054], [0.573, 0.882, -0.039], [-0.453, -0.110, -0.247], [-0.537, -0.255, -0.315], [-0.209, 0.057, 0.136], [0.029, -0.111, -0.229], [-0.061, 0.161, 0.210], [0.197, -0.028, -0.185], [0.324, 0.178, 0.126], [0.137, 0.273, 0.462], [-0.594, 0.350, -0.878], [-0.131, 0.498, 0.132], [0.578, -1.699, -0.184], [0.278, 0.484, 0.813], [-0.277, 0.137, -0.326], [-0.152, -0.092, -0.352], [-0.258, -0.078, 0.026], [0.166, 0.087, -0.196], [-0.182, -0.015, 0.251], [0.251, 0.113, -0.047], [0.172, -0.072, 0.323], [0.122, 0.251, 0.452], [-0.578, 0.369, -0.842], [-0.164, 0.392, 0.034], [0.597, -1.607, -0.173], [0.299, 0.519, 0.928], [-0.303, 0.176, -0.403], [-0.150, -0.089, -0.352], [-0.253, -0.073, 0.029], [0.165, 0.090, -0.196], [-0.156, -0.050, 0.182], [0.235, 0.106, -0.019], [0.192, -0.029, 0.337]],
  "total_charge": 0,
  "max_force_ev_per_a": 7.7,
  "energy_ha": -3496.47651,
  "multiplicity": 1,
  "homo_lumo_gap_ev": 5.6602,
  "homo_ha": -0.3012
}